P | ORCA calculation (wB97M-V/def2-TZVPD) on 9 unconnected molecules or ions with the total composition C27H63N9O9.

Properties
- Lowest unoccupied orbital energy: -0.003 hartree
- HOMO-LUMO gap: 8.9 eV
- Structure (SMILES): CNC(C)=O.CNC(C)=O.CNC(C)=O.CNC(C)=O.CNC(C)=O.CNC(C)=O.CNC(C)=O.CNC(C)=O.CNC(C)=O
- Highest occupied orbital energy: -8.97 eV

Last column: Mulliken charge in e.
Geometry (Å):
C: 3.58607 -2.06291 9.47286  -0.937
C: 2.77729 -2.76297 8.36605  0.682
O: 1.88593 -3.54882 8.76938  -0.666
N: 2.99266 -2.48517 7.09130  -0.143
C: 2.38821 -3.21954 5.94384  -0.797
H: 3.73785 -1.01480 9.21494  0.275
H: 4.51291 -2.56421 9.75175  0.258
H: 3.01894 -2.16901 10.39763  0.283
H: 3.55606 -1.66839 6.90272  0.190
H: 2.11275 -4.22943 6.24769  0.288
H: 3.11075 -3.15166 5.13055  0.313
H: 1.46505 -2.71848 5.65259  0.262
C: -4.32141 -1.06753 6.59246  -0.977
C: -3.49634 -0.60732 5.40920  0.714
O: -2.82592 0.39692 5.53608  -0.655
N: -3.55770 -1.32562 4.32037  -0.148
C: -2.62085 -1.03495 3.22018  -0.907
H: -4.60152 -2.11206 6.45607  0.314
H: -5.19961 -0.44279 6.75546  0.243
H: -3.71258 -1.01293 7.49493  0.275
H: -4.26328 -2.04491 4.25064  0.211
H: -3.24692 -0.75832 2.37189  0.327
H: -2.20511 -2.00480 2.94696  0.300
H: -1.86134 -0.26823 3.37306  0.302
C: 5.10198 2.66407 -3.75150  -1.013
C: 4.73653 3.83850 -2.92247  0.685
O: 3.50878 4.01201 -2.81006  -0.674
N: 5.65052 4.47946 -2.28859  -0.166
C: 5.45155 5.49827 -1.26423  -0.821
H: 5.96023 2.15298 -3.31527  0.381
H: 5.25228 2.87819 -4.80964  0.290
H: 4.26726 1.96469 -3.70428  0.200
H: 6.57573 4.12485 -2.48438  0.240
H: 6.27307 5.32475 -0.56920  0.332
H: 4.48861 5.29589 -0.79529  0.285
H: 5.51773 6.52479 -1.62476  0.257
C: 4.83746 -4.05983 -8.17661  -0.869
C: 3.88341 -3.87437 -7.00141  0.673
O: 2.68800 -4.02532 -7.13858  -0.647
N: 4.39255 -3.58672 -5.85351  -0.177
C: 3.69080 -3.34761 -4.58378  -0.856
H: 5.85421 -3.97424 -7.79322  0.264
H: 4.59748 -3.19413 -8.79390  0.239
H: 4.62926 -4.97948 -8.72343  0.274
H: 5.35525 -3.28495 -5.90093  0.212
H: 3.06501 -2.46110 -4.68669  0.294
H: 4.39517 -3.04831 -3.80765  0.322
H: 3.05067 -4.14153 -4.19902  0.271
C: -9.45196 0.58674 -5.25516  -1.087
C: -8.01199 0.84895 -4.92697  0.725
O: -7.48560 0.27671 -3.97327  -0.637
N: -7.34278 1.62302 -5.80453  -0.193
C: -5.89756 2.03485 -5.68757  -0.835
H: -9.53732 -0.00619 -6.16579  0.282
H: -9.95590 1.53920 -5.41942  0.340
H: -9.92410 0.09607 -4.40402  0.285
H: -7.88799 2.09915 -6.50891  0.239
H: -5.25756 1.36740 -6.26466  0.260
H: -5.63857 2.03427 -4.62879  0.297
H: -5.81738 3.05834 -6.05385  0.324
C: 2.58822 0.47187 0.11644  -1.080
C: 1.41189 -0.15979 -0.57309  0.821
O: 0.88553 -1.20913 -0.14666  -0.723
N: 0.94686 0.49745 -1.57601  -0.009
C: -0.14455 0.04476 -2.38217  -0.900
H: 2.27577 1.39688 0.60104  0.265
H: 3.42245 0.68741 -0.55115  0.287
H: 3.01102 -0.16967 0.88961  0.314
H: 1.35670 1.38444 -1.83167  0.135
H: -0.79449 0.89649 -2.58281  0.277
H: -0.68322 -0.77660 -1.90963  0.330
H: 0.25946 -0.31476 -3.32854  0.278
C: -1.18452 5.18720 -4.05315  -0.925
C: -1.62814 5.16046 -2.57945  0.667
O: -2.78646 5.33562 -2.23887  -0.632
N: -0.66752 4.85633 -1.67673  -0.098
C: -0.86860 4.70173 -0.25759  -0.936
H: -1.43145 6.05982 -4.65787  0.322
H: -1.75810 4.34792 -4.44646  0.219
H: -0.13214 5.12169 -4.32936  0.273
H: 0.25294 4.68546 -2.05574  0.208
H: 0.08656 4.61561 0.26045  0.352
H: -1.43115 3.80308 -0.00445  0.276
H: -1.40482 5.56526 0.13596  0.286
C: -4.27543 -4.66399 -1.61755  -0.996
C: -4.63918 -6.18062 -1.52128  0.704
O: -4.73225 -6.83139 -2.54605  -0.626
N: -4.92220 -6.68103 -0.29560  -0.186
C: -5.42750 -7.98298 -0.05224  -0.860
H: -4.72829 -4.06386 -0.82832  0.321
H: -4.70222 -4.29102 -2.54858  0.280
H: -3.20121 -4.47944 -1.62747  0.251
H: -4.84928 -6.03097 0.47394  0.214
H: -4.65023 -8.60232 0.39539  0.262
H: -5.84511 -8.49978 -0.91631  0.316
H: -6.25697 -7.81317 0.63424  0.321
C: 5.36945 3.51851 5.92532  -1.077
C: 4.13236 2.74457 6.13557  0.755
O: 4.19703 1.55905 6.31627  -0.615
N: 2.98264 3.36169 5.78610  -0.182
C: 1.64894 2.78947 5.80988  -0.859
H: 6.05022 3.43209 6.77220  0.290
H: 5.18843 4.57558 5.73053  0.326
H: 5.81845 3.24724 4.96987  0.268
H: 3.11053 4.26250 5.34758  0.211
H: 1.06276 3.37687 6.51660  0.276
H: 1.57543 1.71044 5.94555  0.303
H: 1.26467 2.89161 4.79500  0.297

***

Q | ORCA calculation (wB97M-V/def2-TZVPD) on 9 unconnected molecules or ions with the total composition C27H63N9O9.

Properties
- Lowest unoccupied orbital energy: 0.011 hartree
- HOMO-LUMO gap: 9.3 eV
- Structure (SMILES): CNC(C)=O.CNC(C)=O.CNC(C)=O.CNC(C)=O.CNC(C)=O.CNC(C)=O.CNC(C)=O.CNC(C)=O.CNC(C)=O
- Highest occupied orbital energy: -8.99 eV

Last column: Mulliken charge in e.
Geometry (Å):
C: 5.84651 -5.14218 24.51963  -0.322
C: 6.32375 -5.34011 25.93881  0.403
O: 5.89484 -6.15053 26.74727  -0.666
N: 7.35067 -4.56199 26.39473  -0.176
C: 8.07160 -4.95505 27.57978  -0.923
H: 6.45570 -4.57360 23.83849  0.115
H: 4.89383 -4.61648 24.60237  0.315
H: 5.66312 -6.06988 24.03984  0.013
H: 7.84037 -4.01408 25.72879  0.375
H: 7.44178 -5.09871 28.46776  0.253
H: 8.90763 -4.27546 27.71147  0.334
H: 8.53942 -5.91213 27.39884  0.310
C: 4.20625 -8.51993 23.59708  -0.915
C: 2.98219 -8.13256 22.82148  0.741
O: 1.96139 -8.78753 22.78027  -0.655
N: 3.14848 -7.03766 22.11383  0.154
C: 2.11248 -6.52552 21.25745  -1.086
H: 5.11357 -8.31468 22.98073  0.271
H: 4.22032 -9.58608 23.86445  0.329
H: 4.18648 -7.93017 24.54368  0.178
H: 4.08644 -6.79092 21.82128  -0.076
H: 1.13705 -6.77544 21.66501  0.523
H: 1.96137 -6.97774 20.27810  0.340
H: 2.02482 -5.40793 21.18028  0.232
C: 1.73706 -0.69572 16.51597  -1.078
C: 3.04796 0.03534 16.51368  0.686
O: 3.56927 0.61549 17.47129  -0.721
N: 3.74427 0.11801 15.38984  -0.175
C: 5.04524 0.65291 15.30649  -0.382
H: 1.81322 -1.68568 17.02244  0.101
H: 1.40690 -0.90634 15.50885  0.429
H: 1.03118 -0.03300 16.88955  0.376
H: 3.41431 -0.53862 14.68851  0.222
H: 5.17826 1.74372 15.51198  0.237
H: 5.52281 0.43698 14.38989  0.400
H: 5.61310 0.10668 16.07703  -0.168
C: 5.72430 -4.54688 20.89306  -0.824
C: 5.01364 -4.57508 19.56018  0.326
O: 4.09567 -3.86594 19.25861  -0.842
N: 5.52074 -5.31385 18.57594  0.803
C: 4.97856 -5.29232 17.18892  -1.103
H: 5.91233 -3.47587 21.19564  -0.026
H: 6.66708 -5.05309 20.79300  0.485
H: 5.07874 -5.02354 21.63149  0.082
H: 6.26804 -5.91683 18.76738  -0.086
H: 4.24292 -6.05053 17.12624  0.462
H: 5.88001 -5.45654 16.54834  0.258
H: 4.43919 -4.37762 16.80302  0.130
C: 6.84414 -2.03722 17.64919  0.064
C: 7.75886 -2.89418 18.45698  0.542
O: 8.26891 -3.89864 18.01523  -0.675
N: 8.12680 -2.36031 19.65187  0.219
C: 9.00064 -3.09335 20.52614  -1.027
H: 5.84005 -2.42622 17.57394  -0.044
H: 7.29040 -2.06563 16.62975  0.378
H: 6.70597 -1.06761 18.06287  -0.423
H: 7.77843 -1.47661 19.95856  0.049
H: 8.83802 -4.18242 20.45473  0.338
H: 8.87778 -2.80826 21.58858  0.121
H: 10.03728 -2.78406 20.28390  0.418
C: 11.51497 -3.08372 23.57389  -1.314
C: 10.19686 -2.47091 23.80094  0.732
O: 9.25511 -3.09674 24.21039  -0.585
N: 10.02858 -1.18059 23.42780  -0.066
C: 8.74225 -0.53139 23.57522  -0.784
H: 12.26442 -2.37449 23.37291  0.441
H: 11.40041 -3.64832 22.67998  0.269
H: 11.70842 -3.73732 24.42561  0.312
H: 10.76219 -0.70443 22.92530  0.196
H: 8.26404 -0.78722 24.54239  0.254
H: 7.96408 -0.68586 22.79542  0.195
H: 8.81005 0.54888 23.56683  0.380
C: 5.98805 -10.40413 17.19949  -1.339
C: 6.64129 -9.09708 17.59596  0.663
O: 6.16210 -8.23396 18.26777  -0.508
N: 7.93701 -9.00593 17.11886  -0.209
C: 8.64677 -7.69062 17.20716  -0.573
H: 6.67079 -11.14281 17.56097  0.387
H: 5.92752 -10.41104 16.11214  0.352
H: 5.04445 -10.59158 17.67693  0.311
H: 8.18397 -9.64626 16.37301  0.268
H: 9.47234 -7.56767 16.43999  0.354
H: 9.06715 -7.47353 18.18340  0.206
H: 7.97268 -6.87301 16.94733  0.080
C: 0.90589 -4.93990 17.10069  -0.923
C: 0.36566 -3.90662 18.13400  0.785
O: -0.78084 -3.47380 18.12280  -0.727
N: 1.28496 -3.50823 19.02775  0.540
C: 0.96626 -2.66638 20.18922  -1.075
H: 1.50342 -4.37434 16.41990  0.241
H: 0.04929 -5.24996 16.49523  0.361
H: 1.51071 -5.70437 17.59707  0.163
H: 2.24066 -3.80341 18.95881  0.141
H: 0.01989 -3.09361 20.52995  0.398
H: 0.81749 -1.64119 19.87933  0.305
H: 1.78408 -2.72520 20.94357  0.230
C: 4.29493 -0.94105 20.66012  -0.817
C: 5.46530 0.00715 20.47521  0.169
O: 6.54188 -0.10239 21.11342  -0.696
N: 5.32275 0.94691 19.56052  0.029
C: 6.33746 1.56961 18.82329  -0.856
H: 4.35461 -1.75282 19.87485  0.012
H: 3.34651 -0.41910 20.52422  0.467
H: 4.39651 -1.51476 21.55754  0.539
H: 4.42546 1.15121 19.15611  0.313
H: 6.43922 1.10504 17.85624  0.110
H: 7.25974 1.66902 19.38454  0.288
H: 6.06493 2.58378 18.53690  0.365

***

Which of them is most stable? Easy: Q.